{
  "formula": "C7H13N2O3",
  "method": "wB97M-V/def2-TZVPD",
  "elements": ["C", "C", "C", "C", "C", "C", "C", "N", "N", "O", "O", "O", "H", "H", "H", "H", "H", "H", "H", "H", "H", "H", "H", "H", "H"],
  "xyz": [[-0.343694, -1.751272, -0.428377], [-1.116124, -0.975621, -1.104965], [1.224497, -1.334499, -0.351131], [0.270576, 0.874532, 0.681598], [-0.722131, -3.066618, 0.266832], [1.257599, 2.199655, 2.407540], [-1.654928, -0.109377, -3.193473], [1.399680, -0.181408, 0.262946], [0.855848, 2.057942, 0.965954], [1.930520, -2.112008, -0.883789], [-0.441067, 0.089251, 1.603381], [-1.720223, -0.078493, -1.728289], [-0.296798, 1.120365, -0.148911], [0.257285, -3.653721, 0.368400], [-1.513629, -3.482771, -0.328642], [-1.006745, -2.990896, 1.266193], [1.934619, 3.073345, 2.487553], [0.436968, 2.426367, 3.078709], [1.667777, 1.193595, 2.605234], [-1.548453, 0.847814, -3.646585], [-2.711126, -0.416169, -3.615410], [-1.012375, -0.962532, -3.521625], [2.429907, 0.162734, 0.417716], [0.164051, 2.865949, 0.809983], [-0.093994, 0.362078, 2.401456]],
  "forces_ev_per_a": [[4.156, -2.367, 3.376], [-3.435, 0.538, -1.616], [-3.887, 1.175, 1.347], [1.253, -3.964, -0.875], [2.659, 0.369, -2.319], [0.709, -0.088, -1.165], [-2.814, -2.702, -1.943], [3.080, 2.852, 0.603], [-0.833, 4.097, 2.651], [1.952, -1.643, -1.160], [-1.580, 0.604, -2.485], [0.023, 1.338, -0.903], [-1.443, -0.560, -1.760], [-1.503, 0.377, -0.670], [-0.139, -0.799, -0.002], [-0.824, 0.857, 1.791], [0.109, -1.034, 0.061], [-0.421, -0.249, 0.042], [0.584, 0.900, 0.787], [1.023, 0.797, 0.341], [1.748, 0.382, 1.351], [-0.017, 1.286, 0.245], [-2.601, -0.827, -0.741], [1.451, -1.734, -0.296], [0.750, 0.394, 3.340]],
  "s2": 2.0082,
  "homo_ha": [-0.424, -0.507],
  "total_charge": 1,
  "spin_multiplicity": 3,
  "relative_energy_kcal_mol": 0.0
}

---

{
  "formula": "C7H13N2O4",
  "method": "wB97M-V/def2-TZVPD",
  "elements": ["C", "C", "C", "C", "C", "C", "C", "N", "N", "O", "O", "O", "O", "H", "H", "H", "H", "H", "H", "H", "H", "H", "H", "H", "H", "H"],
  "xyz": [[1.325659, 1.277195, 1.549850], [-0.911620, -0.796782, 0.352668], [0.265142, -1.269641, -0.608516], [0.770269, 1.121104, -0.704592], [-0.863939, 0.652628, 0.644529], [-2.032700, 1.430779, 0.396798], [-0.153290, -2.309270, -1.713845], [1.680890, 1.362718, 0.299865], [2.055550, 1.571953, 2.577897], [0.015094, 0.932590, 1.749748], [0.767009, -0.104182, -1.347854], [-2.125553, -1.198691, -0.150444], [0.944571, -2.556315, -2.598860], [-0.675454, -1.410230, 1.306427], [1.193070, -1.623865, 0.084299], [0.631371, 1.992176, -1.296110], [-2.285637, 2.250391, 1.151861], [-2.726897, 0.679818, 0.387790], [-2.036547, 1.867834, -0.666780], [-0.934385, -1.910438, -2.327004], [-0.463921, -3.277909, -1.367196], [2.687161, 1.670691, 0.180772], [3.060343, 1.854086, 2.522236], [1.594367, 1.639437, 3.426292], [-2.316158, -0.834989, -1.023895], [1.185147, -1.693492, -2.991436]],
  "forces_ev_per_a": [[-4.027, -0.683, -0.809], [1.707, -2.051, 0.581], [2.065, 0.246, 1.072], [-4.124, -2.899, 0.763], [6.490, 0.962, -2.098], [-0.312, 4.002, -0.407], [1.843, 0.693, -0.156], [3.917, 0.440, 0.946], [2.430, 0.276, -0.745], [1.514, 0.701, 1.466], [0.024, 0.546, -0.076], [-1.188, -0.576, 0.014], [-0.010, 0.715, 0.355], [-0.884, 1.039, -1.289], [-2.184, 0.414, -1.751], [-0.234, 0.197, -1.066], [0.495, -1.208, -1.059], [-2.828, -1.172, 0.197], [0.082, -0.417, 1.630], [-0.836, 0.511, -0.042], [-0.100, -0.174, 0.670], [-1.646, -0.458, -0.461], [-1.527, -0.441, -0.018], [-0.794, 0.056, 2.050], [0.216, -0.041, 0.030], [-0.089, -0.679, 0.204]],
  "homo_ha": -0.471,
  "total_charge": 1,
  "spin_multiplicity": 1,
  "relative_energy_kcal_mol": 79.6
}

---

{
  "formula": "C7H13N2OS",
  "method": "wB97M-V/def2-TZVPD",
  "elements": ["C", "C", "C", "O", "N", "C", "C", "S", "C", "C", "N", "H", "H", "H", "H", "H", "H", "H", "H", "H", "H", "H", "H", "H"],
  "xyz": [[-2.614613, -0.393776, 0.402388], [-1.194191, -0.393699, -0.407992], [-0.840536, -1.919822, -0.664754], [0.256082, -2.264375, -1.024935], [-0.103337, 0.156914, 0.451174], [0.425336, -0.757578, 1.464407], [1.709609, -1.090720, 1.441853], [2.546437, -0.362425, 0.090852], [1.099445, 0.675750, -0.418689], [1.342060, 2.128909, -0.102874], [0.819311, 0.494874, -1.808405], [-2.618320, 0.357601, 1.206001], [-3.051304, -1.363156, 0.824817], [-3.263038, 0.023616, -0.403570], [-1.190328, 0.324050, -1.235021], [-1.652270, -2.651777, -0.508602], [-0.434874, 1.041855, 0.972573], [-0.356229, -1.054720, 2.191551], [2.499788, -1.335031, 2.124935], [1.997367, 2.638314, -0.886962], [1.929649, 2.219842, 0.913986], [0.401947, 2.734660, 0.046965], [1.210854, -0.386684, -2.297124], [1.081148, 1.177385, -2.372571]],
  "forces_ev_per_a": [[0.391, 0.571, -1.318], [-2.110, -1.402, 2.486], [0.792, 0.807, -1.273], [-0.839, 0.196, 0.303], [0.884, 1.194, 0.530], [-1.082, -0.797, 2.065], [0.431, 2.396, -1.346], [-0.196, 0.224, -0.241], [0.957, -0.614, -1.526], [1.271, 1.818, 1.815], [-0.209, -5.415, 1.467], [0.084, -0.231, -0.189], [1.072, 1.197, -0.874], [-0.165, -0.614, 0.935], [-0.447, -0.942, -0.213], [-0.002, 0.236, 0.066], [0.252, -1.732, -0.985], [0.847, 0.176, -0.357], [-0.760, -1.329, 0.890], [-0.968, -0.795, 1.046], [-1.156, -0.190, -1.947], [0.745, -0.623, -0.484], [-1.049, 1.493, 1.771], [1.256, 4.376, -2.623]],
  "homo_ha": -0.468,
  "total_charge": 1,
  "spin_multiplicity": 1,
  "smiles": "C[C@H](C=O)[N@H+]1C=CS[C@@]1(C)N",
  "relative_energy_kcal_mol": 68.4
}